# C12H12

2 unconnected molecules or ions with the total composition C12H12 (ωB97M-V/def2-TZVPD, the OMol25 dataset).

Geometry as XYZ:
```
24
Properties=species:S:1:pos:R:3
C 3.1020 1.3046 -0.3753
C -4.0741 1.1080 0.4150
C 4.4720 1.0192 -0.1908
C -2.7745 1.1192 0.4128
C -2.8528 -1.0952 -0.4491
C 2.2063 0.2806 -0.0011
C -4.1613 -1.0876 -0.2282
C 4.8540 -0.3462 0.0505
C -4.8795 -0.0079 0.2424
C -2.1123 -0.0171 -0.2432
C 2.5828 -0.8941 0.6271
C 3.9445 -1.3016 0.3929
H 5.0739 1.8564 -0.4925
H 5.8926 -0.7200 -0.1664
H -2.4146 -2.1207 -0.6778
H 2.6746 2.3488 -0.8030
H 1.1129 0.4363 0.1058
H 1.8280 -1.7113 0.7506
H -4.5695 2.0660 0.8508
H -6.0159 0.1088 -0.3161
H -2.1982 2.0555 0.7045
H 4.0715 -2.3944 0.4996
H -0.9870 -0.1032 -0.5160
H -4.7754 -1.9042 -0.5923
```

gap between HOMO and LUMO = 10.14 eV
energy relative to the best compared isomer or geometry (same formula, charge and spin) = 3.8643 eV
SMILES = c1ccccc1.c1ccccc1
HOMO = -0.34343 hartree
2S+1 = 1

# C12H12AlCl2N2O2S6

A molecular structure, C12H12AlCl2N2O2S6 (ωB97M-V/def2-TZVPD, the OMol25 dataset).

Geometry as XYZ:
```
37
Properties=species:S:1:pos:R:3
Cl -4.5734 -1.1982 0.6579
Cl -0.2078 0.5339 3.3802
S 5.5308 0.5202 -2.4525
S -1.5965 -0.3261 0.5360
S 1.5547 2.3255 1.3761
S 0.8054 3.8051 -1.6174
S 3.9822 1.3070 -0.0363
S 3.3804 2.5831 -2.5576
Al 0.4016 0.4890 0.9204
O 1.0708 -0.0442 -0.7879
O 2.3722 -1.5127 -1.8964
N 1.7646 -1.0439 1.4947
N 2.3002 -1.5718 0.3153
C 1.0633 5.2863 -0.6083
C -1.8886 -0.0001 3.3123
C -3.8903 -0.4511 4.5008
C -4.4913 -0.8026 3.3060
C 2.5546 2.3110 -0.0762
C 1.9953 -0.9212 -3.1779
C 2.2679 2.9042 -1.2441
C 4.3676 1.4053 -1.7402
C 1.8805 -0.9935 -0.8256
C -3.7765 -0.7483 2.1195
C -2.4363 -0.3407 2.0824
C -2.5666 -0.0405 4.5127
H 1.9765 5.7942 -0.9066
H 1.0886 5.0312 0.4480
H -2.0749 0.2461 5.4307
H 0.2118 5.9354 -0.8018
H 2.9475 -2.3463 0.3276
H 0.9338 -1.0845 -3.3421
H -4.4503 -0.4939 5.4235
H 2.5965 -1.4528 -3.9055
H -5.5226 -1.1231 3.2775
H 2.5069 -0.6434 2.0709
H 1.2781 -1.7650 2.0247
H 2.2370 0.1374 -3.1694
```

gap between HOMO and LUMO = 7.90 eV
charge = +1
energy relative to the best compared isomer or geometry (same formula, charge and spin) = 0.0558 eV
HOMO = -0.40034 hartree
2S+1 = 1

# C12H12Cl2N3O

3 unconnected molecules or ions with the total composition C12H12Cl2N3O (ωB97M-V/def2-TZVPD, the OMol25 dataset).

Geometry as XYZ:
```
30
Properties=species:S:1:pos:R:3
Cl -0.3093 -1.2909 0.6750
Cl 2.5208 1.0784 -0.9546
O -1.6570 0.8986 0.9482
N 1.0728 1.9173 -0.3734
N 3.8596 -0.4680 2.8161
N -2.0332 -1.3188 -2.4214
C -2.9119 -0.3307 -2.5575
C 3.0868 1.9697 3.9190
C 2.2842 1.3319 2.9917
C 4.2836 1.3737 4.2907
C 4.6190 0.1617 3.7108
C -0.7841 0.4230 0.2787
C 2.7133 0.1185 2.4710
C -3.5555 -2.7513 -3.5910
C -2.3612 -2.5013 -2.9308
C -4.1360 -0.4739 -3.1964
C -4.4615 -1.7117 -3.7246
C -0.0800 1.2043 -0.8299
H -3.7680 -3.7350 -3.9876
H 0.1718 0.5621 -1.6673
H 4.9432 1.8387 5.0121
H -5.4063 -1.8647 -4.2315
H 2.1162 -0.3879 1.7258
H -1.6245 -3.2868 -2.7989
H -0.8399 1.9128 -1.1446
H 2.7887 2.9203 4.3443
H 5.5479 -0.3372 3.9710
H -4.8136 0.3652 -3.2754
H 1.3490 1.7610 2.6607
H -2.6149 0.6211 -2.1303
```

gap between HOMO and LUMO = 5.52 eV
charge = -1
HOMO = -0.10091 hartree
2S+1 = 1

# C12H12F6IrN2O2P

A molecular structure, C12H12F6IrN2O2P (ωB97M-V/def2-TZVPD, the OMol25 dataset).

Geometry as XYZ:
```
36
Properties=species:S:1:pos:R:3
Ir 1.1152 0.8922 -1.9411
P -2.9680 -0.2652 -0.9922
F -2.8192 1.0422 -0.1374
F -4.1616 -0.9520 -0.3533
F -1.7603 -0.8496 -0.1035
F -2.5184 -1.3175 -2.0803
F -3.5852 0.5883 -2.1344
F -0.7581 0.8354 -2.0612
O 1.0763 2.0639 -0.2921
O 1.1274 -0.3324 -3.5079
N 0.9728 -0.4243 -0.5468
N 0.8296 -0.0511 0.6256
C 0.2618 1.5967 4.3950
C 0.5640 3.3213 2.1914
C 0.8301 -1.8291 -0.8387
C 0.8598 -1.5469 -3.4051
C 0.6829 -2.3433 -4.6328
C 0.2212 2.9855 4.5370
C 0.8576 1.3865 0.7547
C 0.6283 1.9098 2.0328
C 0.7095 -2.7207 0.3475
C 0.4658 1.0493 3.1543
C 0.3552 3.8457 3.4370
C 0.7601 -2.2558 -2.1100
H 0.6798 3.9614 1.3277
H 0.2878 4.9152 3.5773
H 0.6019 -3.3211 -2.2225
H -0.1912 -2.4706 0.9087
H 1.5684 -2.6025 1.0096
H 0.5131 -0.0224 3.0290
H -0.2500 -2.9103 -4.5635
H 0.6876 -1.7119 -5.5157
H 0.1311 0.9605 5.2586
H 1.4896 -3.0829 -4.6936
H 0.6511 -3.7553 0.0223
H 0.0843 3.4108 5.5235
```

gap between HOMO and LUMO = 6.09 eV
charge = +2
energy relative to the best compared isomer or geometry (same formula, charge and spin) = 0.0000 eV
HOMO = -0.60647 hartree
2S+1 = 1